An isolated molecule of C3H2ClF3. Source: the OMol25 dataset; level of theory: ωB97M-V with the def2-TZVPD basis set.

Last column: Mulliken charge in e.
Geometry (Å):
C  -0.081  -0.499  -0.016  0.19
C  1.356  -0.352  0.016  0.33
C  -1.123  0.568  -0.004  -0.19
F  -0.600  -1.674  -0.257  -0.26
F  2.102  -1.448  -0.136  -0.21
F  -0.562  1.820  0.003  -0.26
Cl  2.333  0.956  0.545  -0.13
H  -1.614  0.376  -0.932  0.24
H  -1.810  0.253  0.780  0.28

Kohn-Sham gap   9.94 eV
SMILES   FC/C(F)=C(/F)Cl
ΔE to the lowest compared entry with this formula, charge and spin   23.04 kcal per mole
Energy   -23816.297 eV